1.
Molecular formula: C13H22NO2
Method: DFT, ωB97M-V/def2-TZVPD

Its net charge is +1. The orbital gap comes out at 8.0 eV. For the energy above the lowest of the compared OMol25 structures with the same formula, charge and spin, the calculation gives 181.3 kJ/mol. The value obtained for the lowest unoccupied orbital energy is -4.80 eV.

CARTESIAN COORDINATES (ANGSTROEM)
C -0.382 2.272 0.227
C 0.557 1.183 0.617
C 1.994 1.348 0.256
C 0.231 0.387 1.769
C 1.183 -0.478 2.377
C 0.889 -1.144 3.560
C -0.321 -0.918 4.224
C -1.295 -0.103 3.626
C -1.033 0.535 2.416
H -1.290 1.846 -0.231
H -0.705 2.862 1.104
H 0.090 2.960 -0.491
H 2.524 0.387 0.174
H 2.093 1.898 -0.689
H 2.523 1.923 1.041
H 2.159 -0.612 1.915
H 1.626 -1.824 3.980
H -0.517 -1.377 5.194
H -2.269 0.049 4.105
H -1.795 1.189 1.968
O -1.097 -2.675 -2.100
C -0.289 -2.609 -0.928
C 0.628 -1.405 -1.048
N -0.057 -0.130 -1.250
C 0.304 0.513 -2.529
C -0.871 1.178 -3.217
O -1.719 0.150 -3.712
H -1.600 -3.507 -2.078
H -0.914 -2.494 -0.026
H 0.357 -3.505 -0.837
H 1.214 -1.272 -0.127
H 1.320 -1.570 -1.888
H -1.073 -0.227 -1.131
H 1.084 1.257 -2.273
H 0.749 -0.233 -3.221
H -1.418 1.802 -2.493
H -0.456 1.797 -4.035
H -2.424 0.546 -4.250

Atom charges from the Mulliken analysis, given in e for atoms 1 to 6: number 1, C, carries -2.0086; number 2, C, carries 1.8888; number 3, C, carries -1.5624; number 4, C, carries 0.7866; number 5, C, carries -0.2753; number 6, C, carries -0.9184

2.
Molecular formula: C18H30Cl6O9
Method: DFT, ωB97M-V/def2-TZVPD

The orbital gap comes out at 10.6 eV. The structure (SMILES) is C[C@H]1COC(=O)O1.C[C@H]1COC(=O)O1.C[C@H]1COC(=O)O1.ClCCCl.ClCCCl.ClCCCl. For the energy above the lowest of the compared OMol25 structures with the same formula, charge and spin, the calculation gives 49.9 kJ/mol. The value obtained for the lowest unoccupied orbital energy is 0.26 eV.

CARTESIAN COORDINATES (ANGSTROEM)
C 1.032 4.644 3.340
C 2.013 3.671 4.004
C 1.488 2.235 4.130
O 2.499 1.422 3.561
C 3.406 2.200 2.917
O 4.320 1.778 2.290
O 3.125 3.502 3.105
H 1.144 4.634 2.258
H 1.226 5.663 3.678
H -0.006 4.430 3.606
H 2.345 4.145 4.926
H 0.560 2.161 3.558
H 1.277 1.897 5.143
C 2.185 -6.708 -0.360
C 2.785 -5.481 -0.986
C 3.095 -5.532 -2.484
O 2.652 -4.267 -2.979
C 1.804 -3.706 -2.085
O 1.232 -2.679 -2.278
O 1.715 -4.452 -0.979
H 2.925 -7.422 -0.008
H 1.475 -7.186 -1.040
H 1.559 -6.416 0.485
H 3.546 -5.008 -0.367
H 2.565 -6.347 -2.976
H 4.162 -5.601 -2.682
C -2.773 4.686 2.274
C -3.894 4.621 1.300
C -3.951 3.388 0.376
O -5.006 2.601 0.929
C -5.813 3.400 1.680
O -6.899 3.102 2.045
O -5.185 4.557 1.966
H -2.809 5.533 2.963
H -1.884 5.044 1.726
H -2.527 3.743 2.756
H -3.988 5.531 0.708
H -3.056 2.774 0.480
H -4.127 3.662 -0.661
Cl -1.697 -3.006 2.183
C -1.376 -2.934 0.438
C -2.499 -2.193 -0.238
Cl -2.182 -2.000 -1.965
H -1.261 -3.951 0.080
H -0.456 -2.370 0.294
H -2.569 -1.196 0.198
H -3.465 -2.667 -0.077
Cl -0.935 -1.309 -5.929
C 0.483 -0.752 -5.013
C 1.687 -1.625 -5.236
Cl 2.361 -1.427 -6.884
H 0.237 -0.758 -3.957
H 0.684 0.268 -5.325
H 1.447 -2.678 -5.118
H 2.488 -1.387 -4.541
Cl 0.826 2.256 0.724
C -0.076 0.937 -0.050
C 0.684 0.289 -1.177
Cl 1.093 1.439 -2.465
H -0.993 1.333 -0.489
H -0.353 0.231 0.730
H 0.066 -0.490 -1.626
H 1.590 -0.233 -0.875

Atom charges from the Mulliken analysis, given in e for atoms 1 to 6: number 1, C, carries -1.2533; number 2, C, carries 0.4341; number 3, C, carries -0.3382; number 4, O, carries -0.3451; number 5, C, carries 0.6414; number 6, O, carries -0.5269

3.
Molecular formula: C2H10NO3
Method: DFT, ωB97M-V/def2-TZVPD

The orbital gap (spin up / spin down) comes out at 3.8 / 7.3 eV. The multiplicity is 2. For the energy above the lowest of the compared OMol25 structures with the same formula, charge and spin, the calculation gives 112.8 kJ/mol. The value obtained for the lowest unoccupied orbital energy (spin up / spin down) is 0.08 / -0.04 eV.

CARTESIAN COORDINATES (ANGSTROEM)
O -2.613 0.514 0.344
C -1.904 1.457 0.738
C -0.423 1.333 0.174
N 0.113 -0.048 0.693
H -2.321 2.184 1.450
H 0.130 2.096 0.671
H -0.351 1.289 -0.930
H 1.110 -0.005 0.268
H -0.479 -0.844 0.459
H 0.403 0.043 1.677
H -1.597 -2.031 -0.874
H -0.643 -1.681 -2.042
O -0.715 -1.728 -1.088
H 3.056 -0.414 -1.154
H 3.456 -1.429 -0.100
O 2.778 -0.738 -0.286

Atom charges from the Mulliken analysis, given in e for atoms 1 to 6: number 1, O, carries -0.6617; number 2, C, carries -0.4078; number 3, C, carries -0.4797; number 4, N, carries -0.4932; number 5, H, carries 0.4311; number 6, H, carries 0.3412

4.
Molecular formula: C7H12
Method: DFT, ωB97M-V/def2-TZVPD

The orbital gap comes out at 10.1 eV. The structure (SMILES) is C=C(C)C/C=C/C. For the energy above the lowest of the compared OMol25 structures with the same formula, charge and spin, the calculation gives 193.1 kJ/mol. The value obtained for the lowest unoccupied orbital energy is 1.10 eV.

CARTESIAN COORDINATES (ANGSTROEM)
C -1.056 -1.975 -0.534
C -1.283 -0.904 0.574
C -1.706 -1.325 1.767
C -0.967 0.538 0.282
C 0.265 0.769 -0.503
C 1.343 1.437 -0.068
C 2.486 1.700 -0.991
H -1.862 -1.774 -1.253
H -1.289 -2.913 0.001
H -0.032 -1.803 -0.869
H -1.975 -2.369 1.932
H -1.682 -0.758 2.694
H -1.765 1.121 -0.208
H -0.890 1.052 1.264
H 0.374 0.108 -1.374
H 1.470 1.430 1.036
H 2.287 1.661 -2.070
H 2.774 2.768 -0.834
H 3.508 1.236 -0.844

Atom charges from the Mulliken analysis, given in e for atoms 1 to 6: number 1, C, carries -1.1734; number 2, C, carries 0.8500; number 3, C, carries -1.0371; number 4, C, carries -0.6587; number 5, C, carries -0.4698; number 6, C, carries -0.0306

5.
Molecular formula: C7H7N
Method: DFT, ωB97M-V/def2-TZVPD

The orbital gap comes out at 8.8 eV. For the energy above the lowest of the compared OMol25 structures with the same formula, charge and spin, the calculation gives 500.6 kJ/mol. The value obtained for the lowest unoccupied orbital energy is -0.85 eV.

CARTESIAN COORDINATES (ANGSTROEM)
C -0.674 0.561 3.000
C -0.602 0.143 1.858
C -0.061 -2.356 0.937
C -0.395 -0.216 0.593
C -0.045 0.241 -0.604
C 0.590 -0.685 -1.571
C -0.036 1.741 -0.934
N 0.144 -3.459 1.063
H -0.805 0.586 4.064
H 1.407 -0.262 -2.045
H 0.758 -1.557 -1.016
H -0.168 -0.911 -2.296
H 0.379 2.339 -0.064
H -1.024 2.023 -1.106
H 0.532 1.814 -1.879

Atom charges from the Mulliken analysis, given in e for atoms 1 to 6: number 1, C, carries -0.0267; number 2, C, carries -0.6247; number 3, C, carries -0.0768; number 4, C, carries 0.1891; number 5, C, carries 1.0459; number 6, C, carries -1.4563

6.
Molecular formula: C4H9NOS
Method: DFT, ωB97M-V/def2-TZVPD

The orbital gap comes out at 4.8 eV. For the energy above the lowest of the compared OMol25 structures with the same formula, charge and spin, the calculation gives 613.2 kJ/mol. The value obtained for the lowest unoccupied orbital energy is -3.21 eV.

CARTESIAN COORDINATES (ANGSTROEM)
C -0.659 -1.562 1.427
N 0.040 -0.201 1.529
C -0.275 0.836 0.593
C 0.375 0.640 -0.761
S 1.834 -0.500 -0.705
C -1.311 1.743 0.753
O -1.589 2.512 -0.219
H -0.459 -2.009 0.449
H -1.717 -1.461 1.567
H -0.277 -2.227 2.180
H 1.060 -0.346 1.357
H 2.536 -0.260 -3.342
H 0.711 1.625 -1.298
H -0.298 0.170 -1.445
H 2.000 -0.663 -3.776
H -1.970 1.703 1.690

Atom charges from the Mulliken analysis, given in e for atoms 1 to 6: number 1, C, carries -0.7476; number 2, N, carries -0.3614; number 3, C, carries 0.3562; number 4, C, carries -0.6575; number 5, S, carries -0.3663; number 6, C, carries -0.0070

Values for DFT total energy, hartree, ordered as above
-713.4959; -4142.2386; -362.5354; -273.8350; -325.4680; -685.7854